# 1
C3H8N2O2S in the gas phase, computed with ωB97M-V/def2-TZVPD.

```
! RIJCOSX wB97M-V def2-TZVPD def2/J DEFGRID3
* xyz 0 1
C -0.84 -0.67 -2.22
O -0.05 -1.49 -1.39
C -0.21 -1.22 -0.01
C 0.56 -0.01 0.44
N 1.73 -0.01 0.97
O 2.26 -1.29 1.07
N 0.05 1.27 0.16
S -1.54 1.67 0.66
H -0.73 -1.03 -3.26
H -0.54 0.38 -2.17
H -1.91 -0.70 -1.94
H -1.26 -1.12 0.24
H 0.19 -2.11 0.54
H 3.09 -1.12 1.51
H 0.74 2.01 0.41
H -2.10 1.81 -0.55
*
```

## Properties
**LUMO energy**: 0.679 eV
**E**: -21148.442 eV
**SMILES**: COC/C(=N\O)NS
**Kohn-Sham gap**: 9.488 eV

These are the Löwdin partial charges, in e, on atoms 1 to 8: C -0.119; O -0.162; C -0.177; C -0.398; N 0.031; O -0.056; N -0.386; S 0.756

# 2
A molecular structure, C21H21CdN4O5SSi, computed with ωB97M-V/def2-TZVPD.

```
! RIJCOSX wB97M-V def2-TZVPD def2/J DEFGRID3
* xyz -1 1
Cd -0.06 0.29 -0.02
C -3.89 3.09 -0.60
C -2.46 2.76 -0.27
N -2.11 1.91 0.63
N -2.98 1.17 1.30
C -2.54 0.27 2.23
N -3.42 -0.68 2.59
S -1.05 0.48 2.96
C -1.36 3.40 -0.98
C -1.53 4.36 -1.99
C -0.42 4.92 -2.60
C 0.85 4.52 -2.19
C 0.93 3.55 -1.20
N -0.13 3.00 -0.63
H -4.51 3.02 0.30
H -4.30 2.41 -1.35
H -3.98 4.10 -0.98
H -3.91 0.98 0.90
H -3.91 -1.23 1.81
H -3.08 -1.31 3.30
H -2.52 4.67 -2.31
H -0.53 5.66 -3.37
H 1.74 4.94 -2.63
H 1.89 3.19 -0.85
O -3.39 -5.12 0.23
C -2.77 -4.10 -0.05
C -1.37 -4.05 -0.59
O -0.64 -5.01 -0.81
C -1.04 -2.62 -0.76
C -2.21 -1.84 -0.42
O -2.27 -0.57 -0.57
C -3.20 -2.70 0.15
O -4.24 -2.34 0.79
O 0.05 -2.10 -1.09
C 3.32 0.40 -1.64
Si 2.45 0.06 0.05
C 3.43 1.19 1.28
C 2.84 -1.74 0.55
C 3.75 -2.54 -0.12
C 3.96 -3.86 0.24
C 3.25 -4.41 1.30
C 2.33 -3.63 1.98
C 2.13 -2.31 1.60
H 4.40 0.31 -1.56
H 3.11 1.41 -2.01
H 2.98 -0.30 -2.39
H 4.49 1.20 1.04
H 3.33 0.85 2.30
H 3.07 2.21 1.23
H 4.30 -2.14 -0.96
H 4.67 -4.47 -0.31
H 3.40 -5.44 1.58
H 1.76 -4.06 2.79
H 1.38 -1.72 2.12
*
```

## Properties
**LUMO energy**: 1.625 eV
**E**: -61594.920 eV
**Kohn-Sham gap**: 5.719 eV

These are the Löwdin partial charges, in e, on atoms 1 to 8: Cd 1.246; C -0.017; C -0.270; N -0.004; N -0.049; C -0.942; N 0.101; S 0.519

# 3
A molecular structure, C47H34ClF2N3O5P2S2Ti, computed with ωB97M-V/def2-TZVPD.

```
! RIJCOSX wB97M-V def2-TZVPD def2/J DEFGRID3
* xyz 0 1
Ti 0.11 -0.65 -0.31
S 2.54 0.64 1.90
P 0.61 0.73 2.32
C -0.47 0.83 0.89
P -0.98 2.45 0.41
S 0.34 3.65 -0.41
C -1.89 3.28 1.77
C -2.99 2.66 2.36
C -3.77 3.32 3.29
C -3.45 4.62 3.65
C -2.34 5.24 3.09
C -1.57 4.57 2.15
C -2.43 2.19 -0.69
C -3.28 1.09 -0.54
C -4.40 0.94 -1.35
C -4.68 1.89 -2.31
C -3.85 2.99 -2.47
C -2.73 3.14 -1.67
C 0.02 -0.74 3.22
C -1.22 -1.31 2.98
C -1.62 -2.45 3.67
C -0.77 -3.03 4.60
C 0.47 -2.46 4.85
C 0.87 -1.32 4.17
C 0.36 2.06 3.54
C -0.66 2.02 4.48
C -0.77 3.01 5.44
C 0.15 4.05 5.47
C 1.17 4.10 4.53
C 1.28 3.11 3.57
H -3.25 1.64 2.10
H -4.62 2.82 3.73
H -4.06 5.15 4.38
H -2.08 6.25 3.38
H -0.71 5.06 1.70
H -3.03 0.32 0.19
H -5.04 0.07 -1.22
H -5.56 1.78 -2.95
H -4.07 3.73 -3.23
H -2.06 3.98 -1.79
H -1.88 -0.87 2.24
H -2.58 -2.90 3.45
H -1.07 -3.93 5.12
H 1.14 -2.91 5.57
H 1.85 -0.89 4.34
H -1.38 1.20 4.47
H -1.57 2.97 6.16
H 0.07 4.82 6.22
H 1.89 4.91 4.55
H 2.08 3.12 2.84
F 1.95 -5.10 2.29
C 2.19 -4.07 1.46
C 1.21 -3.10 1.29
C 1.48 -2.03 0.46
C 2.71 -1.95 -0.22
C 3.61 -2.99 -0.06
F 4.77 -3.01 -0.76
C 3.39 -4.06 0.78
C 2.97 -0.76 -1.05
C 4.21 -0.36 -1.52
C 4.32 0.79 -2.28
C 3.19 1.52 -2.58
C 1.98 1.08 -2.08
N 1.88 -0.01 -1.32
H 0.27 -3.22 1.80
H 4.12 -4.84 0.90
H 5.09 -0.94 -1.27
H 5.30 1.11 -2.62
H 3.23 2.43 -3.17
H 1.08 1.65 -2.24
O -1.29 -6.38 -3.87
C -1.70 -5.26 -3.24
O -2.79 -5.19 -2.75
C -0.73 -4.14 -3.17
C 0.12 -3.65 -4.14
Cl 0.42 -4.21 -5.72
N 0.69 -2.52 -3.68
N 0.28 -2.26 -2.42
C -0.58 -3.21 -2.12
C -1.20 -3.15 -0.76
O -1.47 -4.12 -0.11
O -1.35 -1.88 -0.37
C 1.54 -1.63 -4.42
C 2.89 -1.92 -4.54
C 3.67 -1.12 -5.35
C 3.10 -0.05 -6.03
C 1.75 0.24 -5.89
C 0.96 -0.55 -5.08
H -0.37 -6.28 -4.14
H 3.30 -2.76 -4.00
H 4.73 -1.33 -5.46
H 3.72 0.57 -6.68
H 1.32 1.08 -6.42
H -0.10 -0.36 -4.94
O -0.96 0.19 -2.19
H -1.78 -0.31 -2.07
H -1.25 1.11 -2.12
*
```

## Properties
**LUMO energy**: -0.540 eV
**E**: -145323.487 eV
**Kohn-Sham gap**: 6.933 eV

These are the Löwdin partial charges, in e, on atoms 1 to 8: Ti 0.991; S 0.376; P 0.436; C -0.580; P 0.401; S 0.297; C -0.334; C -0.096

# 4
3 unconnected molecules or ions with the total composition C3H12O2S2, computed with ωB97M-V/def2-TZVPD.

```
! RIJCOSX wB97M-V def2-TZVPD def2/J DEFGRID3
* xyz 0 1
C -1.53 1.32 -0.17
C -0.48 0.17 -0.13
C 0.26 0.05 1.22
S 1.82 -1.11 1.07
S 3.37 -1.95 -0.15
H -1.39 2.16 -0.94
H -2.50 0.88 -0.28
H -1.59 1.81 0.83
H 0.17 0.21 -1.03
H -1.11 -0.78 -0.22
H -0.35 -0.40 2.09
H 0.80 0.95 1.64
H 2.94 -1.29 -1.22
O 3.09 1.15 -0.63
H 2.15 0.83 -0.17
H 3.12 1.82 -1.26
O -2.59 -1.92 -0.48
H -3.47 -1.51 -0.59
H -2.73 -2.41 0.42
*
```

## Properties
**LUMO energy**: -0.956 eV
**E**: -29067.675 eV
**SMILES**: CCCSS.O.O
**Kohn-Sham gap**: 6.820 eV

These are the Löwdin partial charges, in e, on atoms 1 to 8: C -0.109; C -0.336; C -0.457; S 0.334; S 0.326; H 0.094; H 0.034; H 0.068

# 5
11 unconnected molecules or ions with the total composition C5H32N2O11, computed with ωB97M-V/def2-TZVPD.

```
! RIJCOSX wB97M-V def2-TZVPD def2/J DEFGRID3
* xyz 0 1
C 2.12 -2.94 0.68
C 1.44 -1.46 0.30
C 0.08 -1.67 -0.37
N -0.54 -0.53 -0.73
O -0.40 -2.75 -0.67
N 1.19 -0.68 1.58
C 2.40 -0.02 2.05
C 0.80 -1.58 2.78
H 2.82 -3.36 -0.16
H 1.27 -3.73 0.62
H 2.57 -2.99 1.66
H 2.20 -0.96 -0.39
H 0.00 0.26 -1.01
H -1.57 -0.62 -1.03
H 2.53 0.82 1.39
H 3.25 -0.73 2.33
H 2.31 0.48 3.01
H 0.90 -2.78 2.56
H -0.33 -1.37 2.96
H 1.29 -1.51 3.70
O -2.30 -1.39 1.72
H -1.53 -0.74 1.59
H -2.11 -2.27 1.34
O 0.93 2.62 -0.56
H 0.31 3.02 -1.24
H 0.75 1.73 -0.65
O -2.88 -3.29 -1.02
H -1.90 -3.17 -1.29
H -2.96 -4.03 -0.47
O -3.46 -0.01 -0.47
H -3.51 -0.93 -0.41
H -4.16 0.27 -1.16
O 4.68 1.69 -0.84
H 4.06 2.41 -0.58
H 4.63 1.34 0.07
O 0.22 1.89 -3.70
H 0.79 1.36 -4.29
H -0.66 2.05 -4.02
O 2.34 0.56 -2.05
H 1.66 0.93 -2.52
H 3.12 0.97 -1.80
O -2.71 1.61 1.77
H -1.83 1.11 1.70
H -3.28 0.87 1.26
O -1.57 2.61 -2.00
H -1.82 3.09 -1.08
H -2.41 3.11 -2.50
O -2.73 3.94 0.48
H -3.72 3.63 0.66
H -2.25 3.13 0.83
*
```

## Properties
**LUMO energy**: 0.076 eV
**E**: -31203.724 eV
**SMILES**: C[C@@H](C(N)=O)N(C)C.O.O.O.O.O.O.O.O.O.O
**Kohn-Sham gap**: 9.194 eV

These are the Löwdin partial charges, in e, on atoms 1 to 8: C -0.061; C -0.211; C -0.488; N 0.197; O 0.029; N -0.195; C -0.132; C -0.078

# 6
C3H3N3O2 in the gas phase, computed with ωB97M-V/def2-TZVPD.

```
! RIJCOSX wB97M-V def2-TZVPD def2/J DEFGRID3
* xyz 0 1
C -1.98 0.02 0.02
O -1.24 -1.25 -0.25
C 0.03 -0.61 0.22
N 1.32 -1.13 0.19
N 2.11 -0.21 -0.09
N 1.39 0.98 -0.23
C 0.11 0.73 0.01
O -1.18 1.23 0.08
H -2.84 0.19 -0.79
H -2.37 -0.14 1.14
H 1.86 1.78 0.39
*
```

## Properties
**LUMO energy**: 0.533 eV
**E**: -11719.808 eV
**SMILES**: C1Oc2nn[nH]c2O1
**Kohn-Sham gap**: 9.500 eV

These are the Löwdin partial charges, in e, on atoms 1 to 8: C -0.133; O -0.025; C -0.220; N 0.067; N -0.015; N 0.061; C -0.303; O 0.006

# 7
A molecular structure, C28H25F3N10O4PtS2, computed with ωB97M-V/def2-TZVPD.

```
! RIJCOSX wB97M-V def2-TZVPD def2/J DEFGRID3
* xyz 0 1
Pt 1.94 -0.42 -0.92
F 6.16 -3.58 -1.35
C 6.75 -2.56 -0.69
F 7.93 -3.03 -0.25
F 7.02 -1.61 -1.60
C 5.90 -2.05 0.44
C 6.41 -2.04 1.72
C 5.64 -1.55 2.76
C 4.37 -1.11 2.46
N 3.84 -1.12 1.24
C 4.59 -1.57 0.22
S 3.88 -1.55 -1.38
H 7.41 -2.40 1.89
H 6.02 -1.52 3.77
H 3.73 -0.72 3.25
N 1.23 4.92 0.78
C 2.10 4.20 0.49
N 3.11 3.41 0.24
C 2.93 2.34 -0.45
N 2.83 1.38 -1.11
N -1.73 5.17 0.73
C -2.69 6.15 0.66
C -2.72 7.47 1.12
C -3.88 8.18 0.89
C -4.97 7.61 0.21
C -4.94 6.31 -0.24
C -3.77 5.57 -0.02
N -3.46 4.27 -0.39
C -2.26 4.09 0.08
C -1.47 2.86 -0.09
C -0.65 2.39 0.94
C 0.17 1.31 0.69
N 0.21 0.70 -0.50
C -0.62 1.11 -1.46
C -1.49 2.17 -1.29
H -0.74 5.27 0.95
H -1.88 7.91 1.64
H -3.94 9.21 1.23
H -5.86 8.21 0.06
H -5.78 5.87 -0.76
H -0.63 2.88 1.90
H 0.85 0.94 1.44
H -0.54 0.60 -2.41
H -2.13 2.50 -2.10
C -2.50 -1.49 0.30
C -3.75 -2.35 0.18
S -3.42 -4.09 0.08
O -2.49 -4.43 1.13
O -4.68 -4.78 -0.02
C -2.56 -4.32 -1.50
C -1.17 -4.93 -1.37
N -0.18 -4.01 -0.81
C 0.28 -2.90 -1.43
N 1.01 -2.18 -0.60
C 1.06 -2.84 0.60
C 0.33 -3.97 0.47
N 0.24 -5.03 1.44
O 0.00 -6.15 1.04
O 0.45 -4.72 2.59
C 0.02 -2.56 -2.85
H -2.78 -0.45 0.45
H -1.89 -1.54 -0.60
H -1.90 -1.81 1.15
H -4.37 -2.10 -0.69
H -4.38 -2.28 1.07
H -2.54 -3.36 -2.01
H -3.20 -4.99 -2.06
H -0.82 -5.23 -2.36
H -1.19 -5.82 -0.74
H 1.65 -2.49 1.43
H 0.19 -3.42 -3.50
H 0.71 -1.77 -3.13
H -1.00 -2.20 -3.02
*
```

## Properties
**LUMO energy**: -0.847 eV
**E**: -85601.886 eV
**Kohn-Sham gap**: 7.186 eV

These are the Löwdin partial charges, in e, on atoms 1 to 8: Pt 0.840; F 0.118; C -0.612; F 0.125; F 0.131; C -0.131; C -0.003; C -0.057

# 8
A molecular structure, CIN4, computed with ωB97M-V/def2-TZVPD.

```
! RIJCOSX wB97M-V def2-TZVPD def2/J DEFGRID3
* xyz -1 1
C 0.53 0.14 0.96
N 1.47 0.93 0.53
N 0.05 -0.76 0.18
N 1.64 0.40 -0.64
N 0.75 -0.56 -0.92
I -4.44 -0.15 -0.11
*
```

## Properties
**LUMO energy (spin up / spin down)**: 3.030 / -0.635 eV
**E**: -15094.729 eV
**Kohn-Sham gap (spin up / spin down)**: 7.611 / 3.832 eV

Formally, the Löwdin partial charges of the atoms, in units of the elementary charge, are as follows: C -0.353; N -0.112; N -0.134; N -0.203; N -0.167; I -0.031

# 9
A molecular structure, C16H15BrSZr, computed with ωB97M-V/def2-TZVPD.

```
! RIJCOSX wB97M-V def2-TZVPD def2/J DEFGRID3
* xyz 0 1
C 0.16 2.77 0.22
C 0.33 1.76 1.22
C 1.17 0.72 0.68
H 0.03 1.88 2.26
C 1.51 1.09 -0.67
C 0.93 2.38 -0.91
H 1.16 3.06 -1.74
H -0.38 3.71 0.35
H 1.61 -0.06 1.26
H 2.20 0.57 -1.32
Zr -0.79 0.43 -0.43
Br -2.22 0.03 1.46
C -3.71 -0.02 -2.22
C -3.12 0.87 -3.17
C -3.23 2.20 -2.65
H -2.71 0.59 -4.12
C -3.88 2.13 -1.39
C -4.17 0.76 -1.12
H -4.68 0.37 -0.24
H -3.84 -1.09 -2.33
H -2.92 3.10 -3.15
H -4.14 2.96 -0.75
S 0.07 -2.02 -0.17
C 1.44 -2.40 0.81
C 1.33 -2.67 2.20
C 2.49 -2.77 2.97
C 3.75 -2.65 2.38
C 3.86 -2.52 1.00
C 2.72 -2.42 0.21
H 0.36 -2.59 2.66
H 2.39 -2.92 4.04
H 4.64 -2.60 3.00
H 4.83 -2.45 0.51
H 2.78 -2.18 -0.84
*
```

## Properties
**LUMO energy**: -1.299 eV
**E**: -98992.485 eV
**Kohn-Sham gap**: 5.727 eV

These are the Löwdin partial charges, in e, on atoms 1 to 8: C -0.134; C -0.263; C -0.313; H 0.107; C -0.201; C -0.128; H 0.124; H 0.127

# 10
A molecular structure, C23H15F10N5Zn, computed with ωB97M-V/def2-TZVPD.

```
! RIJCOSX wB97M-V def2-TZVPD def2/J DEFGRID3
* xyz 0 1
Zn 0.31 -0.36 0.15
C -2.93 -0.96 0.35
N -1.80 -0.87 -0.57
C -1.59 -2.16 -1.26
C -0.45 -2.91 -0.56
N 0.76 -2.08 -0.64
C 1.57 -2.29 -1.73
C 1.93 -3.56 -2.23
F 1.49 -4.68 -1.63
C 2.77 -3.74 -3.32
F 3.05 -4.98 -3.72
C 3.34 -2.67 -3.97
F 4.17 -2.85 -5.00
C 3.04 -1.40 -3.51
F 3.54 -0.32 -4.12
C 2.18 -1.24 -2.45
F 1.83 0.02 -2.14
C -1.95 0.28 -1.47
C -1.60 1.59 -0.77
N -0.27 1.46 -0.17
C 0.54 2.54 -0.03
C 0.19 3.90 -0.21
F -1.08 4.26 -0.48
C 1.11 4.93 -0.10
F 0.71 6.18 -0.30
C 2.42 4.68 0.25
F 3.31 5.68 0.35
C 2.79 3.38 0.53
F 4.03 3.11 0.94
C 1.87 2.37 0.41
F 2.25 1.12 0.80
H -3.88 -0.99 -0.19
H -2.95 -0.10 1.03
H -2.85 -1.87 0.95
H -1.28 -1.98 -2.29
H -2.51 -2.75 -1.28
H -0.33 -3.89 -1.01
H -0.70 -3.06 0.50
H -2.97 0.33 -1.88
H -1.26 0.16 -2.30
H -2.35 1.84 -0.01
H -1.63 2.38 -1.53
N -3.63 -2.12 4.96
C -2.82 -1.42 4.52
C -1.83 -0.55 3.98
C -1.71 0.76 4.44
C -0.72 1.56 3.90
C 0.07 1.05 2.89
N -0.06 -0.19 2.41
C -0.97 -0.98 2.97
H -2.38 1.13 5.21
H -0.57 2.58 4.24
H 0.85 1.66 2.46
H -1.02 -2.00 2.61
*
```

## Properties
**LUMO energy**: -0.897 eV
**E**: -107135.717 eV
**Kohn-Sham gap**: 6.840 eV

These are the Löwdin partial charges, in e, on atoms 1 to 8: Zn 0.805; C -0.071; N -0.258; C -0.166; C -0.214; N -0.089; C -0.186; C -0.141

The max |F| results, record by record, are as follows: 1.3; 1.6; 1.2; 5.6; 6.2; 5.4; 0.2; 4.1; 3.2; 0.6 eV/A.